Density functional theory data (the ωB97M-V functional and the def2-TZVPD basis) for a cluster of 12 separate species, C48H80Cl10NO18 in total at a distorted geometry.

Output
2S+1 = 2
charge = +2
electronic energy = -7887.06175 hartree
E_LUMO (spin up / spin down) = -8.62 / -10.64 eV
maximum force = 0.0709 hartree/bohr

Last column: Mulliken spin population.
Geometry (Å):
C  2.187  -2.506  2.074  0.000
C  1.764  -1.688  0.780  0.000
C  0.269  -1.282  0.772  0.000
N  -0.144  -0.560  -0.496  0.000
C  0.323  0.916  -0.491  0.000
C  0.227  -1.269  -1.831  0.000
C  -0.767  -0.903  -2.852  0.000
C  -2.032  -0.686  -2.042  0.013
C  -1.666  -0.652  -0.534  -0.001
H  3.241  -2.271  2.216  0.000
H  2.090  -3.578  1.897  0.000
H  1.742  -2.159  3.007  0.000
H  2.175  -2.249  -0.059  0.000
H  2.349  -0.769  0.735  0.000
H  0.098  -0.721  1.690  0.000
H  -0.330  -2.193  0.744  0.000
H  1.342  0.914  -0.104  0.000
H  -0.284  1.342  0.308  0.000
H  0.117  1.443  -1.422  0.000
H  1.271  -1.087  -2.084  0.000
H  0.034  -2.319  -1.615  0.000
H  -0.457  0.007  -3.365  -0.001
H  -0.830  -1.745  -3.541  0.001
H  -2.512  0.226  -2.398  0.001
H  -2.886  -1.356  -2.140  -0.008
H  -2.064  0.215  -0.007  0.000
H  -2.097  -1.527  -0.046  0.000
Cl  -1.926  2.002  -4.518  0.000
C  -2.204  3.636  -3.897  0.000
C  -3.112  3.588  -2.675  0.000
Cl  -2.325  2.777  -1.326  0.000
H  -2.756  4.283  -4.579  0.000
H  -1.235  4.104  -3.725  0.000
H  -4.024  3.011  -2.830  0.000
H  -3.358  4.598  -2.348  0.000
Cl  -8.001  1.304  -1.227  0.000
C  -6.231  1.311  -1.166  0.000
C  -5.647  -0.009  -0.486  0.001
Cl  -6.228  -0.231  1.193  0.000
H  -5.902  2.243  -0.707  0.000
H  -5.833  1.442  -2.172  0.000
H  -4.574  0.185  -0.491  0.000
H  -6.077  -0.872  -0.993  -0.001
Cl  2.819  4.154  4.196  0.000
C  4.212  3.045  3.811  0.000
C  4.173  2.582  2.316  0.000
Cl  3.042  1.235  2.149  0.000
H  4.378  2.170  4.440  0.000
H  5.045  3.743  3.896  0.000
H  5.110  2.097  2.045  0.000
H  3.946  3.340  1.565  0.000
Cl  1.470  -0.452  5.089  0.000
C  2.527  -0.647  6.498  0.000
C  3.112  0.708  7.078  0.000
Cl  1.789  1.598  7.896  0.000
H  3.316  -1.375  6.309  0.000
H  1.848  -1.099  7.221  0.000
H  3.492  1.392  6.319  0.000
H  3.840  0.403  7.830  0.000
Cl  7.797  -2.875  2.732  0.000
C  6.492  -3.079  3.904  0.000
C  7.088  -2.728  5.291  0.000
Cl  6.052  -3.377  6.541  0.000
H  6.287  -4.146  3.810  0.000
H  5.614  -2.481  3.660  0.000
H  7.091  -1.640  5.362  0.000
H  8.107  -3.096  5.406  0.000
C  -4.163  4.711  1.632  0.000
O  -2.925  5.074  0.958  0.000
C  -1.701  4.581  1.649  0.000
C  -0.539  5.363  1.126  0.000
O  -0.588  6.759  1.572  0.000
C  0.534  7.564  1.120  0.000
H  -4.086  3.624  1.640  0.000
H  -5.079  4.992  1.111  0.000
H  -4.197  5.143  2.632  0.000
H  -1.491  3.517  1.540  0.000
H  -1.914  4.688  2.713  0.000
H  -0.619  5.263  0.044  0.000
H  0.338  4.833  1.499  0.000
H  0.422  7.874  0.081  0.000
H  1.533  7.156  0.967  0.000
H  0.605  8.504  1.667  0.000
C  4.018  2.614  -1.622  0.000
O  3.980  3.946  -2.137  0.000
C  4.349  4.934  -1.260  0.000
C  5.809  5.264  -0.865  0.000
O  6.225  4.481  0.288  0.000
C  7.514  4.796  0.703  0.000
H  3.267  2.443  -0.851  0.000
H  5.031  2.410  -1.276  0.000
H  3.958  1.953  -2.487  0.000
H  3.763  4.693  -0.373  0.000
H  4.022  5.846  -1.759  0.000
H  5.832  6.311  -0.563  0.000
H  6.594  5.248  -1.621  0.000
H  7.798  4.124  1.512  0.000
H  7.444  5.815  1.083  0.000
H  8.259  4.653  -0.079  0.000
C  0.027  -5.327  0.261  0.000
O  -0.461  -4.386  -0.777  0.000
C  -1.360  -4.931  -1.708  -0.001
C  -2.776  -5.182  -1.156  0.002
O  -3.324  -3.927  -0.674  0.001
C  -4.600  -4.072  -0.059  0.000
H  -0.818  -5.751  0.806  0.000
H  0.733  -4.891  0.968  0.000
H  0.480  -6.226  -0.155  0.000
H  -0.997  -5.867  -2.132  0.000
H  -1.486  -4.111  -2.415  0.000
H  -2.710  -5.931  -0.367  0.000
H  -3.471  -5.598  -1.886  0.000
H  -5.172  -4.948  -0.364  0.000
H  -5.112  -3.112  0.003  0.000
H  -4.350  -4.311  0.975  0.000
C  -4.089  -2.537  5.533  0.000
C  -3.102  -2.271  6.434  0.000
C  -2.019  -1.303  6.204  0.000
O  -1.282  -0.932  7.115  0.000
C  -1.917  -0.835  4.849  0.000
C  -2.912  -1.149  3.917  0.000
C  -4.133  -1.877  4.235  0.000
O  -5.043  -2.174  3.456  0.000
O  -2.804  -0.702  2.646  0.000
O  -3.094  -2.918  7.626  0.000
H  -4.747  -3.361  5.766  0.000
H  -0.986  -0.376  4.551  0.000
H  -3.679  -0.720  2.253  0.000
H  -2.247  -2.766  8.053  0.000
C  2.649  -1.936  -5.172  0.000
C  3.830  -2.521  -5.405  0.000
C  5.135  -1.799  -5.699  0.000
O  6.208  -2.313  -5.969  0.000
C  4.880  -0.383  -5.692  0.000
C  3.716  0.240  -5.568  0.000
C  2.457  -0.463  -5.303  0.000
O  1.363  0.032  -5.058  0.000
O  3.638  1.616  -5.591  0.000
O  3.933  -3.888  -5.498  0.000
H  1.780  -2.575  -5.112  0.000
H  5.734  0.219  -5.965  0.000
H  2.724  1.889  -5.478  0.000
H  4.828  -4.138  -5.739  0.000
C  -5.083  -2.914  -3.907  -0.004
C  -4.486  -3.038  -5.167  0.188
C  -5.251  -3.482  -6.427  0.031
O  -4.724  -3.523  -7.548  -0.021
C  -6.644  -3.805  -6.067  0.234
C  -7.189  -3.682  -4.809  0.094
C  -6.481  -3.090  -3.693  0.074
O  -7.012  -2.813  -2.629  0.016
O  -8.498  -3.942  -4.630  0.082
O  -3.161  -2.904  -5.263  0.124
H  -4.439  -2.610  -3.095  0.179
H  -7.275  -4.210  -6.844  0.002
H  -8.637  -4.115  -3.696  -0.001
H  -2.909  -2.920  -6.190  -0.005